Computed, not measured: C8H17N2 as an isolated structure at a distorted geometry, with the ωB97M-V functional and the def2-TZVPD basis.

```
27
Properties=species:S:1:pos:R:3:forces:R:3
C -4.146 1.809 -0.550 -1.1 1.2 -1.4
C 2.311 1.693 0.173 -3.6 -1.0 -0.8
C 1.385 -0.047 1.721 -1.8 2.7 0.7
C -0.093 0.576 -1.811 1.7 0.8 -1.9
C 0.130 -2.699 0.292 1.0 1.5 0.8
C 1.053 0.822 0.465 1.9 -0.4 1.6
C 0.656 0.004 -0.702 -1.5 -3.7 1.5
C -0.589 -1.406 0.107 1.3 1.9 -1.9
N -3.277 1.213 -0.113 -0.1 -0.1 0.1
N -1.854 -1.201 0.264 0.8 2.1 -1.5
H -4.909 2.406 -1.118 1.0 -0.9 1.1
H 2.445 2.448 0.847 -0.2 2.1 2.0
H 2.108 2.115 -0.761 0.5 0.8 -1.6
H 3.156 1.152 0.255 2.9 -2.1 -0.5
H 0.593 -0.722 1.963 -0.8 -0.1 0.4
H 1.505 0.646 2.600 0.0 -0.7 -0.8
H 2.215 -0.666 1.665 2.0 -0.8 -0.5
H -0.891 1.177 -1.485 -1.1 0.9 0.3
H -0.446 -0.242 -2.422 -0.2 0.1 -0.5
H 0.636 1.230 -2.441 -1.3 -1.0 0.9
H 1.105 -2.387 0.790 -1.3 -0.9 0.0
H -0.415 -3.536 0.750 0.3 0.3 -0.1
H 0.542 -2.910 -0.690 -0.4 -0.5 -0.4
H 0.266 1.519 0.686 -0.7 0.1 0.3
H 1.369 -0.755 -1.071 0.1 0.5 0.5
H -2.412 -1.885 0.665 -1.2 -1.9 0.9
H -2.444 -0.353 -0.079 1.7 -0.9 1.0
```
Positions in Å, forces in eV/Å.

Values from the calculation:
E_tot, eV: -11542.7850
Net charge: +1
Energy relative to the best compared isomer or geometry (same formula, charge and spin), kcal/mol: 78.6
HOMO level, eV: -13.772
Orbital gap, eV: 10.74